A molecular structure, C29H52HfP2Si at a distorted geometry, computed with the ωB97M-V functional and the def2-TZVPD basis.

Computed properties:
Calculated total energy, eV: -58661.3710
HOMO-LUMO gap, eV: 6.42
Molar mass, g/mol: 669.3
Energy relative to the best compared isomer or geometry (same formula, charge and spin), kcal/mol: 0.00
Total charge: +2

Cartesian coordinates (Å):
Hf -0.6711 1.3176 -0.1017
C 0.6496 1.1480 2.2105
C 1.4076 1.5398 1.0457
C -0.2445 3.1524 1.4446
C -0.3933 2.0959 2.3948
C 0.9557 2.8808 0.6929
C 0.8868 -0.0379 3.0661
H 1.8879 -0.4548 2.9340
H 0.1602 -0.8104 2.7918
H 0.7466 0.1979 4.1319
C -1.4454 2.0585 3.4309
H -2.1409 1.2627 3.1518
H -2.0117 2.9885 3.4856
H -1.0809 1.8342 4.4346
C -0.9355 4.4630 1.5480
H -1.1974 4.6690 2.5968
H -1.8677 4.4994 0.9655
H -0.2747 5.2615 1.2038
C 1.7699 3.8975 -0.0107
H 2.2989 4.5418 0.7077
H 1.1439 4.5754 -0.6042
H 2.5304 3.4606 -0.6672
C 2.7139 0.9746 0.6292
H 3.5521 1.5652 1.0267
H 2.8318 0.9356 -0.4612
H 2.8302 -0.0459 1.0172
C 1.1314 -3.7297 0.2517
C 2.3640 -3.7288 0.7401
C 3.5704 -3.0116 0.2111
C 3.7627 -3.0658 -1.3625
C 3.4235 -1.8148 -2.0636
C 2.2225 -1.2409 -1.9579
C 1.2926 -1.4239 -0.7689
C 0.5521 -2.7679 -0.7338
H 4.4253 -3.5427 0.6428
H 3.1863 -3.8939 -1.7926
H 3.6308 -1.9834 0.5986
H 0.5119 -3.2051 -1.7405
H 0.4456 -4.5166 0.5609
H 2.5975 -4.4253 1.5638
H -0.4973 -2.5814 -0.4543
H 1.8245 -1.3035 0.1836
H 1.9733 -0.4314 -2.6483
H 0.4795 -0.6341 -0.7288
H 4.8207 -3.2283 -1.5611
H 4.1806 -1.3632 -2.7082
P -0.6427 -0.7566 -2.9386
P -0.5939 2.4114 -2.4000
C -0.7763 0.4023 -4.4053
C -1.3487 1.7406 -3.9965
H -1.4020 -0.0943 -5.1572
H 0.2367 0.4963 -4.8235
H -1.1894 2.4904 -4.7815
H -2.4288 1.6753 -3.8192
C -1.1344 4.1436 -2.6996
H -0.7367 4.8067 -1.9245
H -2.2301 4.1973 -2.6873
H -0.7795 4.4815 -3.6864
C 1.1475 2.5760 -2.9921
H 1.1772 2.7469 -4.0765
H 1.7617 1.6962 -2.7705
H 1.6207 3.4315 -2.5007
C -2.3393 -1.4805 -2.9785
H -2.4554 -2.1284 -2.0992
H -2.4835 -2.0736 -3.8969
H -3.0756 -0.6677 -2.9282
C 0.1772 -2.0501 -4.0401
H 1.0305 -1.6120 -4.5779
H -0.5456 -2.4168 -4.7834
H 0.5566 -2.9157 -3.4866
C -4.5910 -1.2370 4.0760
Si -2.8398 -1.6289 3.5279
C -1.9412 -1.5116 5.1732
C -2.5404 -3.2627 2.6779
C -2.2392 -0.6316 2.0745
C -1.8070 -0.1643 0.9710
H -4.7147 -1.6085 5.1058
H -5.3409 -1.7266 3.4417
H -4.7797 -0.1528 4.0809
H -2.6284 -1.9268 5.9249
H -1.0259 -2.1117 5.1990
H -1.7072 -0.4827 5.4735
H -2.9847 -3.2076 1.6778
H -1.4586 -3.3946 2.5458
H -2.9478 -4.1314 3.2030

Charge distribution, Löwdin scheme, values in e: Hf 1.52; C -0.21; C -0.32; C -0.32; C -0.25; C -0.34; C 0.01; H 0.09; H 0.07; H 0.11; C -0.01; H 0.04; H 0.09; H 0.10; C -0.01; H 0.10; H 0.10; H 0.09; C -0.04; H 0.12; H 0.07; H 0.08; C -0.03; H 0.12; H 0.08; H 0.06; C -0.11; C -0.11; C -0.16; C -0.14; C -0.09; C -0.17; C -0.27; C -0.19; H 0.11; H 0.13; H 0.10; H 0.09; H 0.11; H 0.12; H 0.10; H 0.07; H 0.06; H -0.03; H 0.11; H 0.12; P 0.90; P 0.76; C -0.41; C -0.39; H 0.10; H 0.08; H 0.10; H 0.09; C -0.24; H 0.04; H 0.06; H 0.07; C -0.22; H 0.08; H 0.03; H 0.03; C -0.25; H 0.04; H 0.06; H 0.04; C -0.22; H 0.06; H 0.06; H 0.03; C -0.17; Si 0.46; C -0.17; C -0.18; C -0.19; C -0.20; H 0.04; H 0.04; H 0.04; H 0.04; H 0.04; H 0.03; H 0.04; H 0.03; H 0.05